Molecular formula: C4H5O2S
Method: DFT, ωB97M-V/def2-TZVPD

Structure (XYZ):
```
12
C4H5O2S (ωB97M-V/def2-TZVPD)
C -1.04406 -0.82619 -0.82731
C -2.65495 1.98127 0.86532
C -1.06717 0.25547 -0.04153
C -2.14347 1.06498 0.29256
O 4.24324 -0.37801 0.06972
O 1.88804 -0.03677 -0.20664
S 2.93708 -0.72338 0.56822
H -0.08280 -1.23600 -1.16395
H -1.91081 -1.45785 -1.12680
H 2.92002 -2.19154 0.25206
H -3.03767 2.91374 1.14516
H -0.04745 0.63430 0.17319
```

Output
HOMO-LUMO gap   6.511 eV
E   -703.989080 a.u.
Relative energy (zero: lowest compared OMol25 entry of this formula, charge and spin)   4.025 eV
Charge   -1
Maximum force   3.051 eV/A
LUMO level   3.566 eV